1.
57
Properties=species:S:1:pos:R:3:nbo_charge:R:1 method="wB97M-V/def2-TZVPD" total_charge=0 e_above_lowest_kj_mol=310.91 largest_force_ev_per_a=1.75 smiles=CCOCCOC[C@H](N)Cl.c1ccncc1.c1ccncc1.c1ccncc1 orbital_gap_ha=0.3723 lumo_ev=0.84 homo_energy_ev=-9.2889 energy_ev=-44823.45980
C -0.35927 2.16976 -2.02233 -0.65
C -0.67867 2.85811 -0.65076 -0.06
O -0.06493 2.25022 0.47628 -0.53
C -0.54445 0.93029 0.70521 -0.10
C 0.57725 -0.06495 0.22267 -0.10
O 0.19993 -1.44461 0.32142 -0.54
C -0.70218 -1.82086 -0.70534 -0.11
C 0.03708 -2.55568 -1.88274 -0.01
N 0.73235 -1.59128 -2.74166 -0.81
Cl -1.32093 -3.32264 -2.89240 -0.15
H -0.90258 1.21504 -2.18187 0.19
H 0.73616 2.03653 -2.13561 0.21
H -0.69503 2.88469 -2.81311 0.22
H -0.26562 3.89028 -0.71916 0.19
H -1.78323 2.94542 -0.54941 0.17
H -1.54513 0.71935 0.27113 0.17
H -0.62062 0.79492 1.80925 0.20
H 1.42431 0.08740 0.93145 0.19
H 0.93469 0.13171 -0.80917 0.19
H -1.32810 -0.98491 -1.08391 0.17
H -1.36942 -2.59743 -0.26323 0.23
H 0.72251 -3.33846 -1.49610 0.22
H 1.02558 -2.12169 -3.56405 0.37
H 0.00787 -0.96715 -3.09639 0.36
N -1.48203 -5.21606 -0.07290 -0.44
C -1.56719 -5.84089 1.10699 0.04
C -1.03181 -7.09398 1.35674 -0.26
C -0.37159 -7.74275 0.32515 -0.17
C -0.27164 -7.11629 -0.90741 -0.26
C -0.83932 -5.85986 -1.05397 0.02
H -2.09471 -5.29570 1.88200 0.20
H -1.12921 -7.54993 2.33292 0.22
H 0.06011 -8.72441 0.48008 0.22
H 0.23580 -7.59136 -1.73656 0.22
H -0.78487 -5.32261 -2.00155 0.21
N 1.02136 -1.50934 4.53414 -0.42
C 1.77414 -1.51265 3.42755 0.02
C 3.13451 -1.24623 3.42071 -0.26
C 3.75317 -0.95586 4.62626 -0.17
C 2.99358 -0.94479 5.78546 -0.27
C 1.64108 -1.22807 5.68529 0.03
H 1.24517 -1.74245 2.50841 0.21
H 3.69444 -1.26531 2.49490 0.22
H 4.81450 -0.74091 4.66230 0.21
H 3.44063 -0.72200 6.74522 0.22
H 1.00675 -1.23470 6.56506 0.19
N -2.17760 6.39055 -2.30511 -0.42
C -1.32254 6.49128 -3.32862 0.03
C -0.47711 7.57109 -3.52548 -0.26
C -0.51956 8.61208 -2.61190 -0.17
C -1.39836 8.53223 -1.54347 -0.26
C -2.19898 7.40657 -1.43596 0.03
H -1.32728 5.65446 -4.01861 0.19
H 0.19637 7.59649 -4.37176 0.22
H 0.12453 9.47493 -2.73087 0.22
H -1.46063 9.32492 -0.80995 0.22
H -2.89932 7.29748 -0.61524 0.19

=====

2.
92
Properties=species:S:1:pos:R:3:mulliken_spin:R:1 method="wB97M-V/def2-TZVPD" total_charge=0 e_above_lowest_kj_mol=39.35 largest_force_ev_per_a=1.73 spin_multiplicity=2 orbital_gap_ha="0.3092 / 0.2129" lumo_ev="0.21 / -2.41" homo_energy_ev="-8.2040 / -8.2052" energy_ev=-109941.47918
Ag 0.18799 0.17576 0.21938 0.15
C -4.49491 -1.41551 3.00385 0.00
N -3.53516 -0.57981 2.32449 0.00
C -2.64649 -0.88863 1.37599 0.00
N -1.94044 0.18245 1.06291 0.04
C -2.43654 1.13820 1.88259 0.01
N -3.40208 0.70770 2.64727 0.00
C -3.87040 -2.10107 4.19911 0.00
C -4.29729 -1.81703 5.48944 0.00
C -3.67866 -2.41496 6.57581 0.00
C -2.62703 -3.29177 6.39413 0.00
C -2.20412 -3.59103 5.10060 0.00
C -2.83367 -3.00051 4.00799 0.00
C -1.09235 -4.48800 4.87396 0.00
N -0.47635 -5.24612 5.73654 0.00
N 0.48881 -5.89578 5.07671 0.00
C 0.43015 -5.51561 3.83220 0.00
O -0.57313 -4.63543 3.63720 0.00
C 1.27207 -5.93898 2.73556 0.00
C 2.34674 -6.79867 2.95330 0.00
C 3.15589 -7.16520 1.89382 0.00
C 2.90479 -6.67893 0.62048 0.00
C 1.83141 -5.82288 0.39711 0.00
C 1.53978 -5.34217 -1.00798 0.00
N 0.76982 -4.13060 -1.04078 0.00
C 1.09586 -2.89644 -0.63562 0.00
N 0.08982 -2.07140 -0.85949 0.02
C -0.84832 -2.87182 -1.41197 0.00
N -0.47009 -4.11815 -1.53308 0.00
C 1.01785 -5.45458 1.45475 0.00
H -4.87361 -2.14998 2.28618 0.00
H -5.30709 -0.76066 3.32769 0.00
H -2.53460 -1.85207 0.92201 0.00
H -2.08889 2.14999 1.89530 -0.01
H -5.11256 -1.12542 5.64454 0.00
H -4.01837 -2.18251 7.57182 0.00
H -2.12056 -3.74320 7.23136 0.00
H -2.48819 -3.24270 3.01336 0.00
H 2.52874 -7.15960 3.95117 0.00
H 3.98945 -7.83171 2.05714 0.00
H 3.54069 -6.96890 -0.20545 0.00
H 0.93942 -6.09100 -1.53869 0.00
H 2.47686 -5.19121 -1.55609 0.00
H 2.02821 -2.63819 -0.18123 0.00
H -1.81115 -2.53762 -1.73869 0.00
H 0.19269 -4.77253 1.30877 0.00
F -0.08843 -2.02434 1.95997 0.00
P 0.99918 -1.38024 3.01754 0.00
F 1.73591 -2.80987 3.11460 0.00
F 0.26795 0.07316 2.81768 0.01
F 2.07096 -0.70574 3.98824 0.00
F 1.94758 -1.02066 1.71639 0.00
F 0.00633 -1.72179 4.22946 0.00
N 6.18302 0.01062 -2.08708 0.00
C 4.90323 0.14266 -1.67999 0.00
C 4.56361 0.91595 -0.56137 0.00
C 3.24774 0.98905 -0.16537 -0.01
N 2.24787 0.38737 -0.80852 0.04
C 2.55925 -0.31910 -1.89778 0.00
C 3.84601 -0.48565 -2.35445 0.00
H 6.90686 0.54230 -1.64000 0.00
H 6.42659 -0.58062 -2.85916 0.00
H 5.33225 1.44432 -0.01815 0.00
H 2.97902 1.55227 0.71759 0.00
H 1.72526 -0.75960 -2.43034 0.00
H 4.04681 -1.07979 -3.23172 0.00
I 0.70905 4.23410 -4.39880 0.00
C -0.41289 2.58916 -3.71530 0.00
C -1.68593 2.34984 -4.20105 0.00
C -2.36921 1.25566 -3.69333 0.00
C -1.76217 0.48122 -2.71935 0.00
N -0.53718 0.71037 -2.26551 0.00
C 0.12795 1.74066 -2.76534 0.01
H -2.13131 2.98786 -4.94903 0.00
H -3.35991 1.01594 -4.04672 0.00
H -2.26641 -0.37132 -2.28953 0.00
H 1.12823 1.89136 -2.39097 -0.01
O 0.70711 8.26119 4.01561 0.00
C 1.51360 7.18217 3.92520 0.00
O 2.57944 7.17765 4.48175 0.02
C 1.03795 6.05199 3.08577 0.09
C 1.99830 5.13258 2.65451 -0.04
C 1.66208 4.11025 1.79806 0.07
C 0.34558 3.95684 1.35484 -0.07
S -0.07914 2.82041 0.10203 0.64
C -0.62917 4.83472 1.84482 0.09
C -0.28897 5.87064 2.68905 -0.05
H -0.08888 8.16674 3.47696 0.00
H 3.01731 5.27326 2.98601 0.00
H 2.41980 3.43115 1.44144 0.01
H -1.65370 4.71476 1.52499 0.00
H -1.07205 6.52735 3.05226 0.00

=====

3.
179
Properties=species:S:1:pos:R:3:mulliken_charge:R:1 method="wB97M-V/def2-TZVPD" total_charge=+2 largest_force_ev_per_a=3.61 orbital_gap_ha=0.2934 lumo_ev=-4.95 homo_energy_ev=-12.9304 energy_ev=-329984.51804
C 12.36059 -18.70532 -17.51232 -0.14
F 12.83154 -19.60058 -18.39179 0.01
F 11.35120 -19.28017 -16.82977 0.10
F 13.24759 -18.41970 -16.61980 0.00
S 11.61718 -17.24395 -18.50949 0.50
O 12.73475 -16.50353 -19.05915 -1.25
O 10.79054 -17.86440 -19.56732 -1.06
O 10.97906 -16.34200 -17.52300 -0.05
C 19.68273 -18.15096 -12.54507 -0.61
O 19.50986 -19.37586 -11.79025 -0.37
C 19.08186 -19.28656 -10.48311 -0.47
C 17.57878 -18.94315 -10.40455 -0.62
N 16.89673 -20.05321 -11.28452 -0.15
H 17.43445 -20.29019 -12.10599 0.46
H 16.90388 -20.91021 -10.75009 0.43
C 15.37928 -19.93350 -11.51598 -1.22
C 14.91034 -20.75038 -12.76494 0.50
O 15.59732 -20.58810 -13.96828 -0.42
C 14.89850 -20.98451 -15.15817 0.01
H 20.40495 -17.40986 -12.20264 0.34
H 18.71431 -17.65376 -12.60031 0.20
H 19.90807 -18.35358 -13.59210 0.27
H 19.59642 -18.48964 -9.94624 0.40
H 19.20965 -20.29050 -10.07828 0.34
H 17.35774 -17.96525 -10.83229 0.34
H 17.06754 -19.15840 -9.46626 0.43
H 15.14347 -18.87981 -11.66504 0.40
H 14.90463 -20.23117 -10.58099 0.38
H 13.94152 -20.34064 -13.05058 -0.03
H 14.88490 -21.78631 -12.42686 0.17
H 13.88724 -20.58463 -15.23266 0.10
H 14.96519 -22.07178 -15.19683 0.16
H 15.32496 -20.59430 -16.08228 -0.17
C 12.42193 -17.49553 -13.36231 -0.52
O 11.32186 -17.89758 -14.21440 0.28
C 10.09293 -17.87172 -13.55168 -0.78
C 9.34696 -16.56873 -13.71591 -0.57
N 8.95274 -16.46781 -15.25430 1.01
H 9.77723 -16.59148 -15.82441 -0.30
H 8.37625 -17.26101 -15.49636 -0.05
C 8.33040 -15.19226 -15.76361 0.01
C 7.65732 -15.42744 -17.11417 -0.46
O 6.65878 -16.45254 -17.15619 0.11
C 5.38724 -16.18940 -16.63417 -0.92
H 12.62251 -18.25290 -12.60451 0.24
H 12.24605 -16.56938 -12.81512 0.55
H 13.27548 -17.29565 -14.01006 -0.36
H 10.18554 -18.18499 -12.51178 0.49
H 9.52159 -18.69564 -13.97928 0.33
H 9.88738 -15.66890 -13.42201 0.20
H 8.36795 -16.44398 -13.25323 0.44
H 9.17597 -14.50467 -15.78181 -0.22
H 7.58573 -14.81634 -15.06199 0.48
H 8.48037 -15.79314 -17.72812 -0.18
H 7.35992 -14.48676 -17.57763 0.59
H 5.14102 -15.25816 -17.14434 0.39
H 5.32132 -15.95252 -15.57227 0.26
H 4.90251 -17.12660 -16.90772 0.22
C 6.72974 -16.86829 -20.97399 -0.76
O 7.49287 -18.06388 -20.87536 -0.46
C 7.65153 -18.60749 -19.59299 0.35
C 8.31665 -20.04309 -19.56499 -0.55
N 9.57683 -20.16551 -20.46144 0.44
H 9.23700 -19.96033 -21.39016 0.49
H 10.12001 -19.38355 -20.12442 0.19
C 10.36232 -21.47569 -20.47690 -0.51
C 11.53565 -21.35512 -21.39298 0.04
O 11.26027 -20.80447 -22.68433 -0.43
C 12.33786 -20.99023 -23.64184 -0.62
H 6.51766 -16.51083 -21.98163 0.32
H 7.32230 -16.08264 -20.50526 0.24
H 5.84741 -16.82382 -20.33555 0.33
H 6.67935 -18.65595 -19.10244 0.56
H 8.21961 -17.91767 -18.96887 -0.48
H 7.62444 -20.86877 -19.72998 0.37
H 8.83671 -20.10844 -18.60929 0.15
H 9.73390 -22.32891 -20.73223 0.58
H 10.78206 -21.45803 -19.47111 0.01
H 11.91187 -22.37812 -21.38983 0.59
H 12.29188 -20.74569 -20.89819 -0.29
H 12.71563 -22.01206 -23.60682 0.35
H 13.20612 -20.37567 -23.40405 0.11
H 12.04785 -20.66493 -24.64093 0.32
C 20.89708 -19.92532 -22.43830 -0.80
O 19.63476 -20.10771 -21.95832 -0.33
C 19.44930 -21.46623 -21.60057 -0.73
C 17.94963 -21.77534 -21.54248 -0.45
N 17.23199 -20.57419 -20.88886 -0.15
H 17.31666 -20.61507 -19.88325 0.34
H 17.80435 -19.78035 -21.13850 0.72
C 15.78055 -20.24579 -21.31236 -1.05
C 15.34558 -18.95382 -20.60882 0.03
O 16.25960 -17.84244 -20.90286 -0.50
C 16.14122 -16.84488 -19.87365 -0.42
H 21.15572 -20.56999 -23.27832 0.31
H 21.62201 -20.21447 -21.67740 0.34
H 21.09457 -18.88631 -22.70203 0.27
H 19.86583 -21.66946 -20.61401 0.40
H 19.87371 -22.22370 -22.25953 0.47
H 17.69074 -22.63790 -20.92841 0.27
H 17.47477 -21.75692 -22.52343 0.32
H 15.03755 -21.04137 -21.25650 0.17
H 15.89073 -20.12146 -22.38964 0.60
H 15.16938 -19.11322 -19.54505 0.06
H 14.42559 -18.51861 -20.99912 0.47
H 15.11612 -16.76675 -19.51150 0.01
H 16.38831 -15.86804 -20.28940 0.33
H 16.85667 -16.96165 -19.05965 0.30
C 16.25347 -17.51840 -15.76648 -0.79
O 15.24278 -16.60131 -16.16385 0.17
C 15.07341 -15.43395 -15.40004 -0.92
C 13.85689 -14.66798 -15.92353 0.16
N 13.89810 -14.44587 -17.48764 0.47
H 14.87311 -14.28553 -17.69681 0.45
H 13.66364 -15.28495 -17.99857 -0.25
C 13.07436 -13.23446 -18.05642 -0.01
C 12.96911 -13.42529 -19.52576 -0.60
O 14.19324 -13.52787 -20.21363 -0.37
C 14.18095 -13.65139 -21.63882 -0.68
H 17.21982 -17.03214 -15.89999 0.41
H 16.20555 -18.46229 -16.30951 0.02
H 16.13874 -17.64512 -14.68997 0.25
H 15.97777 -14.82567 -15.38517 0.37
H 14.86063 -15.73876 -14.37538 0.45
H 13.72974 -13.65731 -15.53562 0.44
H 12.91571 -15.19290 -15.75999 -0.25
H 13.58430 -12.27986 -17.92687 0.46
H 12.14192 -13.35544 -17.50505 -0.06
H 12.48423 -12.49885 -19.83349 0.53
H 12.28563 -14.20767 -19.85566 0.24
H 15.16543 -13.91407 -22.02598 0.27
H 13.73140 -12.87172 -22.25374 0.35
H 13.43455 -14.43080 -21.79214 0.22
C 12.88793 -24.79744 -10.91640 -0.90
O 12.93397 -24.47387 -12.35087 -0.31
C 14.07139 -25.05745 -13.00216 -0.79
C 13.86406 -24.79647 -14.43315 -0.34
N 12.47110 -25.30766 -14.89091 -0.18
H 12.33459 -26.28604 -14.68063 0.44
H 11.93701 -24.82534 -14.18223 0.48
C 12.04896 -24.83959 -16.28169 -1.05
C 11.69620 -23.36826 -16.30433 0.44
O 10.98303 -23.11001 -15.13631 -0.50
C 10.66749 -21.76933 -14.93514 -0.23
H 13.84953 -24.75192 -10.40517 0.33
H 12.56578 -25.83061 -10.78649 0.36
H 12.14185 -24.11297 -10.51270 0.27
H 14.17071 -26.08676 -12.65752 0.57
H 15.02945 -24.62722 -12.71041 0.38
H 14.57168 -25.46066 -14.92936 0.49
H 13.93583 -23.74905 -14.72617 0.06
H 11.20182 -25.51570 -16.39710 0.44
H 12.83364 -25.14042 -16.97585 0.24
H 11.08550 -23.04511 -17.14737 0.47
H 12.57391 -22.74062 -16.45859 -0.15
H 9.99950 -21.77689 -14.07384 0.37
H 10.12916 -21.38908 -15.80332 0.03
H 11.60605 -21.26568 -14.70375 0.02
As 6.14500 -20.45178 -15.46977 1.99
F 4.92565 -21.73002 -15.46406 -0.48
F 5.85021 -20.21698 -17.18636 -0.44
F 7.44925 -19.22167 -15.48407 -0.58
F 6.38701 -20.68206 -13.70685 -0.51
F 7.42715 -21.70723 -15.84165 -0.49
F 4.92264 -19.15796 -15.09878 -0.52
As 10.98945 -11.91122 -14.71540 1.93
F 10.56409 -10.16615 -14.51608 -0.49
F 10.12160 -11.92591 -16.27292 -0.46
F 11.32359 -13.67483 -14.87079 -0.47
F 11.93780 -11.67662 -13.16473 -0.50
F 9.49990 -12.34836 -13.80032 -0.50
F 12.50918 -11.45563 -15.62078 -0.49
As 14.73590 -23.54545 -19.00738 1.90
F 16.39357 -24.21748 -19.11272 -0.52
F 14.61030 -23.46489 -20.87254 -0.54
F 13.12565 -22.67540 -18.93448 -0.34
F 14.85865 -23.67294 -17.25244 -0.41
F 15.50954 -21.96134 -18.99431 -0.37
F 14.01861 -25.21708 -19.10599 -0.49